(1)
The following is a quantum chemistry calculation of a structure of composition C46H66BN7P3S2SiZr, from the OMol25 dataset.

- ΔE to the lowest compared entry with this formula, charge and spin: 0.0 kcal/mol
- Maximum force: 0.3 eV/Å
- Total energy: -4357.61905 Eh
- Charge: +1

Cartesian coordinates (Å):
1 Zr -0.5411 0.0318 -0.5386
2 C -1.8357 5.3123 -0.0412
3 C -1.3168 3.9612 -0.5350
4 C 0.1465 4.1182 -0.9450
5 P -1.5422 2.5595 0.6825
6 C -3.2722 2.8886 1.2784
7 C -3.7019 1.9853 2.4312
8 C -4.3345 2.9452 0.1769
9 C -0.5170 3.1173 2.0892
10 C -0.9721 4.0104 3.0621
11 C -0.1252 4.4547 4.0633
12 C 1.1893 4.0126 4.1020
13 C 1.6406 3.1193 3.1449
14 C 0.8038 2.6550 2.1248
15 Si 1.4060 1.3519 0.8825
16 C 2.3536 0.1645 2.0134
17 C 3.6683 0.4243 2.4119
18 C 4.3337 -0.4136 3.2889
19 C 3.6870 -1.5352 3.7937
20 C 2.3848 -1.8085 3.4145
21 C 1.7164 -0.9715 2.5177
22 P 0.0003 -1.2651 1.9814
23 C -1.0415 -0.5004 3.3246
24 C -2.4573 -1.0794 3.3751
25 C -0.3907 -0.5038 4.7066
26 C -0.2638 -3.0978 1.9653
27 C 0.8271 -3.7388 1.1032
28 C -0.4162 -3.8797 3.2745
29 C 2.7441 2.0714 -0.2390
30 C 3.4721 3.2113 0.1155
31 C 4.5584 3.6337 -0.6328
32 C 4.9515 2.9073 -1.7494
33 C 4.2366 1.7825 -2.1218
34 C 3.1217 1.3700 -1.3893
35 P 2.1846 -0.1248 -1.8862
36 C 3.5355 -1.3955 -1.6471
37 C 4.0455 -1.4651 -0.2143
38 C 3.1679 -2.7869 -2.1442
39 C 2.1952 -0.0455 -3.7640
40 C 2.0062 1.3363 -4.3940
41 C 1.1927 -1.0021 -4.4125
42 H -1.5997 6.0679 -0.7926
43 H -1.3383 5.6098 0.8842
44 H -2.9124 5.3361 0.1150
45 H -1.9016 3.6650 -1.4098
46 H 0.7420 4.4835 -0.1058
47 H 0.2276 4.8491 -1.7518
48 H 0.6012 3.1907 -1.2898
49 H -3.1883 3.9041 1.6688
50 H -4.6492 2.3450 2.8386
51 H -3.8559 0.9603 2.0985
52 H -2.9728 1.9819 3.2432
53 H -4.6521 1.9506 -0.1232
54 H -3.9956 3.4802 -0.7116
55 H -5.2096 3.4736 0.5605
56 H -1.9923 4.3684 3.0592
57 H -0.4933 5.1427 4.8131
58 H 1.8559 4.3529 4.8839
59 H 2.6602 2.7607 3.2115
60 H 4.1922 1.2819 2.0024
61 H 5.3550 -0.2002 3.5772
62 H 4.1980 -2.1966 4.4812
63 H 1.8948 -2.6767 3.8262
64 H -1.1145 0.5446 2.9995
65 H -2.4722 -2.0613 3.8436
66 H -2.9137 -1.1702 2.3912
67 H -3.0870 -0.4270 3.9824
68 H -0.2069 -1.5183 5.0647
69 H -1.0651 -0.0203 5.4166
70 H 0.5548 0.0372 4.7172
71 H -1.2159 -3.1679 1.4320
72 H 1.7815 -3.7554 1.6323
73 H 0.9721 -3.2012 0.1644
74 H 0.5542 -4.7719 0.8733
75 H 0.5411 -4.0741 3.7545
76 H -0.8513 -4.8542 3.0411
77 H -1.0665 -3.3984 3.9983
78 H 3.1822 3.7823 0.9905
79 H 5.1025 4.5242 -0.3455
80 H 5.8042 3.2238 -2.3354
81 H 4.5464 1.2358 -3.0049
82 H 4.3426 -0.9976 -2.2723
83 H 3.2854 -1.8531 0.4674
84 H 4.3665 -0.4916 0.1507
85 H 4.9038 -2.1391 -0.1753
86 H 2.2876 -3.1568 -1.6193
87 H 3.9926 -3.4724 -1.9370
88 H 2.9769 -2.8186 -3.2157
89 H 3.2058 -0.3898 -4.0080
90 H 0.9502 1.5519 -4.5212
91 H 2.4348 1.3247 -5.3981
92 H 2.4677 2.1559 -3.8495
93 H 0.1729 -0.6439 -4.2584
94 H 1.2382 -2.0161 -4.0267
95 H 1.3755 -1.0349 -5.4885
96 C 0.6058 -5.0787 -2.6279
97 N -0.5406 -5.0001 -1.7402
98 C -1.1517 -6.1069 -1.1982
99 C -2.2273 -5.6581 -0.5183
100 N -2.2791 -4.2877 -0.6427
101 B -3.5154 -3.4705 -0.1031
102 N -3.9639 -2.5354 -1.2612
103 C -4.5517 -2.9531 -2.4343
104 C -4.6521 -1.8867 -3.2573
105 N -4.1214 -0.8101 -2.5767
106 C -4.0595 0.5475 -3.0950
107 C -3.6990 -1.2360 -1.3721
108 S -3.0323 -0.2216 -0.1333
109 C -1.2262 -3.8888 -1.3706
110 S -0.7529 -2.3075 -1.9093
111 H 1.4730 -5.4552 -2.0873
112 H 0.8160 -4.0875 -3.0121
113 H 0.3739 -5.7446 -3.4571
114 H -0.7781 -7.1010 -1.3665
115 H -2.9843 -6.1921 0.0264
116 H -4.3802 -4.2761 0.1158
117 H -3.2190 -2.8198 0.8562
118 H -4.8564 -3.9747 -2.5756
119 H -5.0605 -1.7861 -4.2468
120 H -3.4825 0.5625 -4.0182
121 H -3.5741 1.1780 -2.3557
122 H -5.0658 0.9168 -3.2841
123 N -0.8294 1.2430 -2.2552
124 C -0.9106 2.0656 -3.1038
125 N -1.1448 2.8636 -4.0306
126 C -0.3580 3.8689 -4.4035
127 N 0.2944 4.7442 -4.7741

(2)
The following is a quantum chemistry calculation of a cluster of 5 separate species, C20H45Br2N4O in total at a distorted geometry, from the OMol25 dataset.

- Maximum force: 2.8 eV/Å
- Total energy: -6231.05678 Eh
- Charge: +1

Cartesian coordinates (Å):
1 C 1.9012 2.3378 2.8023
2 C 1.1451 2.7199 4.0649
3 N 1.9245 2.4225 5.2728
4 C 3.0833 3.0538 5.6820
5 C 3.4091 2.5737 6.8916
6 N 2.4297 1.6746 7.2510
7 C 1.6083 1.5165 6.2096
8 C 2.4055 0.7767 8.3990
9 H 2.1005 1.2716 2.6827
10 H 2.8828 2.8042 2.6710
11 H 1.3640 2.7183 1.9317
12 H 0.2358 2.1257 4.1054
13 H 0.8671 3.7720 4.0619
14 H 3.5479 3.7837 5.0428
15 H 4.1755 2.7196 7.6337
16 H 0.7501 0.8556 6.1952
17 H 3.1383 -0.0299 8.3654
18 H 1.3802 0.4236 8.4485
19 H 2.7088 1.2862 9.3140
20 C -2.8975 0.8289 -4.1100
21 C -2.7112 -0.6964 -4.3132
22 C -1.2793 -1.1549 -3.9314
23 C -0.3378 -0.7357 -5.0433
24 N 1.0545 -1.3745 -4.9245
25 C 1.8611 -0.9485 -6.1850
26 C 2.6045 -2.1417 -6.6989
27 C 2.2407 -3.3343 -5.7876
28 C 0.9748 -2.8881 -5.0844
29 C 1.7944 -0.9090 -3.7216
30 H -2.3045 1.2213 -3.2798
31 H -3.9336 1.0747 -3.8914
32 H -2.5413 1.3939 -4.9720
33 H -3.0193 -0.9875 -5.3156
34 H -3.3477 -1.2376 -3.6125
35 H -1.2668 -2.2402 -3.8098
36 H -0.9908 -0.7678 -2.9539
37 H -0.1678 0.3370 -5.1311
38 H -0.6991 -1.0758 -6.0127
39 H 2.4397 -0.0782 -5.8883
40 H 1.1359 -0.5924 -6.9163
41 H 3.6903 -2.0858 -6.5658
42 H 2.6419 -2.4097 -7.7542
43 H 3.0941 -3.5599 -5.1482
44 H 2.0855 -4.2544 -6.3489
45 H 0.8261 -3.3696 -4.1237
46 H 0.2093 -2.9954 -5.8516
47 H 2.7002 -1.4701 -3.5069
48 H 1.1513 -1.0431 -2.8516
49 H 1.9669 0.1599 -3.8131
50 C -2.9201 0.6081 2.6351
51 N -2.1957 0.2228 1.3587
52 C -2.7876 1.2218 0.3804
53 C -0.7482 0.5370 1.5686
54 C -2.3801 -1.1554 0.8248
55 C -2.0251 -2.2781 1.7849
56 O -2.8744 -2.2127 2.8782
57 H -2.8571 1.6907 2.7020
58 H -2.4284 0.2510 3.5404
59 H -3.8964 0.1574 2.4828
60 H -2.5941 2.2545 0.6740
61 H -3.8578 1.0494 0.3176
62 H -2.3235 1.1007 -0.6008
63 H -0.3783 -0.1156 2.3590
64 H -0.7085 1.6005 1.7891
65 H -0.2409 0.3022 0.6307
66 H -1.8058 -1.2119 -0.1015
67 H -3.4376 -1.2811 0.5774
68 H -0.9931 -2.0305 2.0689
69 H -1.9116 -3.2321 1.2638
70 H -2.2464 -2.2895 3.6105
71 Br -0.4026 -1.1453 4.8224
72 Br -2.0186 4.4849 2.9551

(3)
The following is a quantum chemistry calculation of a structure of composition C11H26ClI2N2P2Tc at a distorted geometry, from the OMol25 dataset.

- Multiplicity: 4
- ΔE to the lowest compared entry with this formula, charge and spin: 76.5 kcal/mol
- Maximum force: 3.0 eV/Å
- Total energy: -2362.11933 Eh
- Charge: +3

Cartesian coordinates (Å):
1 I -2.0663 0.8946 -0.4044
2 I -0.0286 1.9420 0.7286
3 Tc 1.4381 -2.6659 -0.8555
4 P 2.0379 -1.2063 -2.4319
5 C 3.2245 -2.9824 -2.5053
6 C 1.1115 -1.1381 -4.0374
7 H 1.6230 -1.4990 -4.9595
8 H 4.0651 0.1974 -3.1793
9 H 0.8579 -0.0765 -4.1647
10 H 2.6059 1.0944 -2.7695
11 H 2.7424 -3.8364 -3.0071
12 H 0.1892 -1.7255 -3.8831
13 C 3.2082 0.2123 -2.4822
14 H 4.1601 -2.6935 -3.0048
15 H 3.6002 0.4009 -1.4702
16 H 3.4803 -3.1798 -1.4222
17 P -2.2629 2.0080 2.0567
18 C -2.3783 0.4444 2.9065
19 C -1.5683 3.4482 2.9619
20 H -3.2148 3.8026 0.7826
21 H -4.0058 3.5688 2.3717
22 H -4.4657 2.5348 1.0338
23 C -3.6105 3.0419 1.4846
24 H -1.3035 4.2233 2.2263
25 H -2.3868 3.8308 3.5952
26 H -3.3235 0.5202 3.4572
27 H -1.5519 0.2501 3.6094
28 H -0.7285 3.2830 3.6306
29 H -2.4454 -0.4835 2.3043
30 Cl 0.3837 0.1387 -1.5868
31 C 0.9039 -3.6038 4.6131
32 C 0.4846 -3.4037 3.2066
33 C -0.4713 -4.1414 2.4741
34 C -0.4417 -3.6574 1.1524
35 N 0.5608 -2.7198 1.0758
36 N 1.0299 -2.5463 2.3499
37 C -1.2705 -3.8883 -0.0263
38 H 0.0669 -3.9192 5.2488
39 H 1.6960 -4.3726 4.6905
40 H 1.3016 -2.6506 5.0145
41 H -1.0469 -4.9715 2.8051
42 H 1.6437 -1.7779 2.6288
43 H -0.6928 -4.2049 -0.9123
44 H -2.0042 -4.7213 0.2106
45 H -1.8778 -2.9961 -0.2469

(4)
The following is a quantum chemistry calculation of the molecule C3H6N2O2S at a distorted geometry, from the OMol25 dataset.

- SMILES string: [H]/N=C(/N)OCSC=O
- ΔE to the lowest compared entry with this formula, charge and spin: 53.9 kcal/mol
- Maximum force: 4.2 eV/Å
- Total energy: -776.05432 Eh

Cartesian coordinates (Å):
1 H 0.5010 1.7928 -0.5442
2 N 1.4409 1.3586 -0.8412
3 C 1.5035 0.1962 -0.3125
4 N 2.4791 -0.7660 -0.5637
5 O 0.6623 -0.3811 0.5918
6 C -0.4776 0.4085 1.0092
7 S -1.7038 0.9242 -0.1514
8 C -2.7213 -0.5560 -0.1954
9 O -3.7515 -0.4319 -0.8874
10 H 2.2358 -1.8026 -0.5887
11 H 3.2486 -0.4971 -1.1614
12 H -0.9921 -0.1863 1.6989
13 H -0.0347 1.3113 1.4027
14 H -2.3902 -1.3706 0.5434

> maximum force of number 2 (C20H45Br2N4O)?

2.8 eV/Å

> What is the formula in the fourth record?

C3H6N2O2S